The following is a DFT calculation (the ωB97M-V functional and the def2-TZVPD basis) of 16 unconnected molecules or ions with the total composition C85H208N12O25.

Values from the calculation:
HOMO level = -8.3187 eV
DFT total energy = -5900.694030 a.u.

Positions of all 330 atoms, in Å:
1 C -0.071 -5.020 2.723
2 O -0.509 -3.890 3.381
3 H -0.329 -6.007 3.131
4 H -0.561 -5.025 1.741
5 H 0.969 -4.946 2.431
6 H -0.723 -4.071 4.328
7 C 2.114 -1.317 -6.577
8 O 3.550 -1.584 -6.392
9 H 1.630 -2.155 -6.081
10 H 1.921 -0.398 -6.043
11 H 1.865 -1.278 -7.633
12 H 3.783 -1.078 -5.597
13 C 2.582 -5.034 -1.034
14 O 3.235 -3.789 -1.178
15 H 2.927 -5.531 -0.103
16 H 1.482 -4.983 -0.988
17 H 2.785 -5.744 -1.868
18 H 3.668 -3.686 -2.078
19 C 0.673 1.125 5.277
20 O 1.302 2.196 4.684
21 H 0.784 0.184 4.736
22 H 1.035 0.973 6.305
23 H -0.387 1.427 5.297
24 H 2.094 1.891 4.233
25 C -7.376 -0.593 1.337
26 C -7.711 0.829 1.020
27 C -6.662 1.769 1.598
28 C -5.363 1.700 0.766
29 C -5.618 1.891 -0.707
30 C -6.689 1.017 -1.274
31 N -7.880 1.204 -0.399
32 O -8.959 0.488 -0.942
33 C -7.172 1.549 -2.628
34 C -6.188 -0.472 -1.508
35 C -9.062 1.203 1.712
36 H -6.315 -0.860 1.430
37 H -7.803 -1.402 0.744
38 H -7.773 -0.685 2.322
39 H -6.959 2.800 1.508
40 H -6.406 1.492 2.629
41 H -4.793 0.762 0.970
42 H -4.660 2.427 1.156
43 H -4.757 1.621 -1.301
44 H -5.888 2.968 -0.867
45 H -7.988 0.953 -3.099
46 H -7.576 2.614 -2.574
47 H -6.404 1.603 -3.421
48 H -5.250 -0.499 -2.065
49 H -5.835 -0.847 -0.570
50 H -6.872 -1.141 -2.035
51 H -9.861 0.505 1.399
52 H -9.249 2.208 1.427
53 H -8.891 1.055 2.752
54 H -8.703 -0.433 -1.096
55 C -0.370 4.741 2.391
56 C -0.532 6.055 3.179
57 C 0.135 7.264 2.500
58 C -0.651 7.700 1.204
59 C -2.120 7.914 1.507
60 C -2.727 6.730 2.220
61 N -1.901 6.428 3.444
62 O -2.603 5.394 4.234
63 C -4.131 7.094 2.766
64 C -2.881 5.532 1.196
65 C 0.065 5.849 4.581
66 H -1.272 4.207 2.668
67 H 0.480 4.205 2.819
68 H -0.195 4.808 1.315
69 H 0.150 8.087 3.240
70 H 1.096 6.938 2.172
71 H -0.490 6.844 0.474
72 H -0.274 8.628 0.827
73 H -2.735 8.210 0.697
74 H -2.185 8.766 2.268
75 H -4.819 7.127 1.909
76 H -4.506 6.330 3.474
77 H -4.058 8.055 3.216
78 H -1.929 5.277 0.813
79 H -3.497 4.758 1.614
80 H -3.510 5.904 0.372
81 H -0.087 6.680 5.246
82 H 1.200 5.712 4.505
83 H -0.397 4.966 5.021
84 H -2.905 5.876 5.001
85 C -1.618 2.070 -0.085
86 C -0.657 0.954 0.324
87 C -1.493 -0.261 0.815
88 C -0.842 -1.612 0.972
89 C -0.144 -1.990 -0.343
90 C 0.763 -0.870 -0.805
91 N 0.091 0.448 -0.886
92 O 1.067 1.434 -1.268
93 C 2.000 -0.866 0.086
94 C 1.189 -1.257 -2.256
95 C 0.330 1.592 1.425
96 H -2.308 2.379 0.719
97 H -2.225 1.644 -0.892
98 H -1.030 2.948 -0.441
99 H -1.867 0.148 1.792
100 H -2.379 -0.361 0.203
101 H -1.624 -2.336 1.224
102 H -0.143 -1.583 1.842
103 H -0.885 -2.103 -1.091
104 H 0.515 -2.860 -0.337
105 H 2.646 0.013 -0.211
106 H 1.746 -0.753 1.094
107 H 2.558 -1.792 0.022
108 H 1.685 -0.415 -2.745
109 H 1.832 -2.104 -2.190
110 H 0.224 -1.516 -2.816
111 H 0.548 2.551 1.095
112 H 1.173 0.885 1.374
113 H -0.179 1.701 2.370
114 H 0.828 1.609 -2.188
115 C 3.647 5.643 1.681
116 O 3.470 5.669 0.266
117 C 2.460 4.932 -0.351
118 C 2.825 4.485 -1.784
119 N 1.563 4.385 -2.598
120 C 1.872 3.880 -3.923
121 C 0.626 3.194 -4.557
122 O 0.324 1.984 -3.934
123 C -0.875 1.321 -4.371
124 H 4.508 6.199 1.818
125 H 3.853 4.703 2.209
126 H 2.894 6.095 2.289
127 H 1.565 5.531 -0.411
128 H 2.250 4.023 0.283
129 H 3.340 3.480 -1.810
130 H 3.559 5.202 -2.221
131 H 0.974 3.735 -2.151
132 H 2.718 3.119 -3.890
133 H 2.090 4.714 -4.657
134 H 0.767 2.963 -5.596
135 H -0.227 3.840 -4.388
136 H -0.812 0.795 -5.367
137 H -1.686 2.041 -4.385
138 H -1.141 0.659 -3.575
139 C 5.213 -0.681 2.239
140 O 5.748 0.604 2.125
141 C 5.219 1.409 1.073
142 C 5.640 2.837 1.304
143 N 7.137 2.972 1.285
144 C 7.855 2.587 0.104
145 C 7.732 3.610 -1.052
146 O 6.504 3.539 -1.630
147 C 6.318 4.552 -2.604
148 H 4.137 -0.685 2.407
149 H 5.761 -1.212 3.020
150 H 5.319 -1.298 1.333
151 H 4.134 1.270 1.036
152 H 5.566 1.046 0.054
153 H 5.357 3.325 2.196
154 H 5.277 3.448 0.482
155 H 7.524 2.458 2.023
156 H 7.567 1.605 -0.308
157 H 8.853 2.551 0.407
158 H 8.565 3.364 -1.750
159 H 7.907 4.628 -0.673
160 H 6.317 5.563 -2.144
161 H 5.362 4.340 -3.049
162 H 7.096 4.503 -3.317
163 C 4.313 0.902 -3.696
164 O 4.819 -0.367 -3.902
165 C 5.143 -1.145 -2.725
166 C 5.680 -2.456 -3.162
167 N 4.656 -3.409 -3.550
168 C 5.214 -4.525 -4.252
169 C 5.533 -5.623 -3.310
170 O 6.740 -5.209 -2.697
171 C 7.287 -6.211 -1.856
172 H 4.897 1.462 -2.983
173 H 3.309 0.951 -3.269
174 H 4.249 1.378 -4.655
175 H 4.313 -1.262 -1.981
176 H 5.981 -0.620 -2.214
177 H 6.086 -2.825 -2.234
178 H 6.472 -2.405 -3.875
179 H 4.078 -2.922 -4.218
180 H 6.131 -4.222 -4.743
181 H 4.438 -4.913 -4.992
182 H 5.696 -6.607 -3.786
183 H 4.688 -5.807 -2.568
184 H 8.056 -5.817 -1.187
185 H 7.571 -7.067 -2.450
186 H 6.444 -6.625 -1.263
187 C -3.334 -5.030 9.549
188 O -2.738 -4.806 8.269
189 C -1.568 -4.102 8.373
190 C -0.827 -4.304 7.005
191 N -1.553 -3.851 5.812
192 C -1.619 -2.386 5.782
193 C -2.562 -1.793 4.705
194 O -3.862 -1.886 5.203
195 C -4.801 -1.167 4.467
196 H -3.639 -4.043 10.001
197 H -2.639 -5.501 10.255
198 H -4.192 -5.628 9.344
199 H -1.037 -4.555 9.221
200 H -1.572 -2.989 8.553
201 H -0.505 -5.400 6.896
202 H 0.125 -3.736 7.033
203 H -2.451 -4.259 5.797
204 H -0.591 -1.973 5.530
205 H -1.925 -2.006 6.759
206 H -2.442 -2.320 3.742
207 H -2.294 -0.735 4.528
208 H -4.844 -1.329 3.360
209 H -4.625 -0.070 4.629
210 H -5.761 -1.327 4.899
211 C 0.716 -3.213 -9.826
212 O -0.494 -2.927 -9.088
213 C -1.716 -3.075 -9.725
214 C -2.818 -2.520 -8.814
215 N -2.511 -1.088 -8.549
216 C -3.300 -0.472 -7.480
217 C -3.467 -1.218 -6.158
218 O -2.249 -1.295 -5.477
219 C -2.473 -1.625 -4.099
220 H 1.545 -2.992 -9.146
221 H 0.822 -2.509 -10.614
222 H 0.870 -4.207 -10.196
223 H -1.962 -4.109 -10.077
224 H -1.701 -2.411 -10.601
225 H -2.886 -3.069 -7.842
226 H -3.840 -2.623 -9.367
227 H -1.501 -1.155 -8.256
228 H -4.243 -0.226 -7.920
229 H -2.874 0.487 -7.249
230 H -3.953 -2.208 -6.327
231 H -4.204 -0.599 -5.646
232 H -3.135 -2.485 -4.125
233 H -2.920 -0.779 -3.601
234 H -1.568 -1.894 -3.614
235 C 1.873 0.469 8.777
236 O 0.768 1.308 8.565
237 C -0.500 0.665 8.713
238 C -1.564 1.696 8.325
239 N -2.841 1.105 8.026
240 C -3.917 2.023 7.811
241 C -3.947 2.714 6.426
242 O -3.936 1.706 5.388
243 C -3.817 2.124 4.047
244 H 2.753 1.139 8.888
245 H 2.070 -0.241 7.938
246 H 1.800 -0.237 9.574
247 H -0.465 0.202 9.706
248 H -0.463 -0.091 7.887
249 H -1.152 2.201 7.411
250 H -1.662 2.609 8.963
251 H -2.822 0.579 7.169
252 H -3.950 2.832 8.593
253 H -4.886 1.554 7.907
254 H -3.075 3.299 6.262
255 H -4.871 3.302 6.374
256 H -4.515 2.986 3.794
257 H -4.022 1.292 3.411
258 H -2.798 2.478 3.805
259 C -6.804 1.777 -8.099
260 O -7.505 2.892 -7.508
261 C -6.925 3.246 -6.263
262 C -5.778 4.278 -6.499
263 N -5.116 4.603 -5.251
264 C -4.162 3.610 -4.762
265 C -3.656 3.963 -3.345
266 O -2.717 5.104 -3.560
267 C -2.142 5.428 -2.309
268 H -7.020 0.849 -7.499
269 H -5.743 1.987 -8.028
270 H -7.138 1.601 -9.114
271 H -6.514 2.358 -5.743
272 H -7.764 3.679 -5.695
273 H -6.197 5.206 -6.901
274 H -5.040 3.969 -7.245
275 H -4.544 5.443 -5.365
276 H -3.389 3.402 -5.485
277 H -4.754 2.672 -4.628
278 H -3.215 3.136 -2.765
279 H -4.534 4.386 -2.767
280 H -2.864 5.502 -1.502
281 H -1.654 6.377 -2.336
282 H -1.500 4.523 -2.051
283 C 3.674 -4.382 2.575
284 O 4.574 -3.681 3.378
285 C 4.170 -3.763 4.732
286 C 5.309 -3.211 5.516
287 N 6.416 -4.079 5.658
288 C 7.382 -3.659 6.654
289 C 7.154 -4.246 8.090
290 O 7.805 -5.503 8.133
291 C 7.867 -5.941 9.452
292 H 3.568 -5.426 2.930
293 H 3.976 -4.354 1.510
294 H 2.697 -3.919 2.709
295 H 3.973 -4.777 5.109
296 H 3.261 -3.137 4.827
297 H 4.857 -3.090 6.538
298 H 5.635 -2.229 5.151
299 H 6.773 -4.522 4.837
300 H 7.535 -2.582 6.814
301 H 8.387 -3.980 6.335
302 H 6.061 -4.355 8.255
303 H 7.578 -3.532 8.736
304 H 6.914 -6.409 9.786
305 H 8.082 -5.170 10.156
306 H 8.565 -6.812 9.584
307 C 4.512 -7.114 -7.495
308 O 3.436 -6.679 -6.688
309 C 2.478 -5.864 -7.391
310 C 1.916 -4.717 -6.483
311 N 1.163 -5.302 -5.427
312 C 0.303 -4.544 -4.600
313 C -0.550 -5.371 -3.692
314 O -1.242 -4.558 -2.828
315 C -1.900 -5.174 -1.723
316 H 5.391 -7.293 -6.954
317 H 4.803 -6.348 -8.218
318 H 4.216 -8.071 -7.930
319 H 1.609 -6.418 -7.740
320 H 2.984 -5.332 -8.193
321 H 1.211 -4.142 -7.115
322 H 2.774 -4.141 -6.144
323 H 1.707 -6.010 -4.972
324 H -0.409 -3.964 -5.220
325 H 0.812 -3.744 -4.035
326 H 0.037 -6.172 -3.172
327 H -1.171 -5.969 -4.311
328 H -1.385 -6.082 -1.277
329 H -2.886 -5.466 -2.055
330 H -2.056 -4.408 -0.973